No. 1
19
Properties=species:S:1:pos:R:3 method="wB97M-V/def2-TZVPD" relative_energy_ev=4.298 multiplicity=1 e_tot_ev=-13996.310 charge=0
C 1.997 -1.197 -0.489
N 0.974 -0.564 -0.851
O 1.217 0.575 -1.614
C 0.074 1.172 -2.088
C -1.140 1.273 -1.552
O -1.646 0.856 -0.362
C -0.819 0.830 0.793
C -0.619 -0.587 1.305
C 0.159 -0.856 2.344
O -1.347 -1.541 0.687
H 3.012 -0.904 -0.738
H 1.825 -2.074 0.108
H 0.264 1.619 -3.051
H -1.917 1.740 -2.143
H -1.353 1.407 1.560
H 0.139 1.323 0.613
H 0.253 -1.856 2.720
H 0.715 -0.080 2.835
H -1.785 -1.134 -0.077

No. 2
19
Properties=species:S:1:pos:R:3 method="wB97M-V/def2-TZVPD" relative_energy_ev=7.210 multiplicity=1 smiles="C=C(O)[N+](=O)[O-].C=C=CC" e_tot_ev=-13993.398 charge=0
C 1.911 -1.182 -0.482
C 1.246 -0.603 -1.444
O 1.220 0.774 -1.667
N 0.101 -1.299 -2.030
O -0.849 -0.528 -2.187
O 0.247 -2.424 -2.409
H 1.913 -2.298 -0.361
H 2.701 -0.571 0.002
H 0.385 0.965 -1.406
C 0.559 2.056 1.450
C -0.383 1.449 0.886
C -1.190 0.466 0.491
C -1.928 -0.342 1.404
H 0.503 3.166 1.538
H 1.562 1.855 1.814
H -1.591 0.457 -0.541
H -1.454 -1.352 1.608
H -2.118 0.188 2.351
H -2.837 -0.774 0.984

No. 3
20
Properties=species:S:1:pos:R:3 method="wB97M-V/def2-TZVPD" relative_energy_ev=1.066 multiplicity=1 smiles="N[C@@]1([P@](=O)([O-])O)C=CC=CC1" e_tot_ev=-23292.039 charge=-1
N 0.525 -2.113 0.102
C 0.182 -0.619 0.148
P -1.117 -0.465 -1.316
O -1.597 0.913 -1.515
O -2.180 -1.516 -1.116
O -0.206 -0.854 -2.673
C -0.695 -0.182 1.241
C -0.793 1.102 1.535
C 0.038 2.114 0.826
C 1.069 1.671 0.123
C 1.425 0.271 -0.075
H -0.292 -2.759 0.241
H 1.092 -2.300 0.885
H 0.168 -1.621 -2.202
H -1.544 -0.803 1.521
H -1.521 1.432 2.298
H -0.134 3.195 0.911
H 1.566 2.470 -0.497
H 1.819 0.226 -1.108
H 2.195 -0.162 0.672

No. 4
20
Properties=species:S:1:pos:R:3 method="wB97M-V/def2-TZVPD" relative_energy_ev=5.079 multiplicity=3 e_tot_ev=-24826.406 charge=0 s_squared=2.0186
C 0.660 0.167 0.301
C 1.251 0.995 1.290
C 1.532 0.192 -0.745
C 0.479 1.371 2.483
C 1.835 -0.594 -1.963
C -3.147 -1.144 -0.217
N 2.400 1.426 0.867
O -1.494 -1.153 -2.207
O 2.577 0.887 -0.371
O -0.875 -0.443 0.247
S -1.838 -0.223 -1.142
H 0.193 2.540 2.403
H -0.425 0.757 2.692
H 1.021 1.374 3.536
H 2.263 0.066 -2.823
H 2.559 -1.324 -1.795
H 0.949 -0.979 -2.290
H -3.992 -0.358 -0.119
H -2.636 -1.475 0.723
H -3.313 -2.083 -0.871

No. 5
18
Properties=species:S:1:pos:R:3 method="wB97M-V/def2-TZVPD" relative_energy_ev=5.067 multiplicity=1 e_tot_ev=-20734.593 charge=0
C 0.544 1.080 0.444
C -0.870 1.410 -0.025
C -1.102 0.697 -1.460
C -1.003 -2.034 -0.656
C -1.054 -0.756 -1.362
C 2.013 -0.127 1.885
N 0.749 0.202 1.366
O -0.650 -1.833 -2.044
S 1.797 1.979 -0.387
H -1.413 0.832 0.664
H -1.124 2.529 -0.142
H -2.114 0.972 -1.688
H -0.454 0.895 -2.342
H -0.249 -2.399 0.045
H -1.988 -2.659 -0.694
H 1.879 -1.217 1.920
H 2.919 0.189 1.462
H 2.119 0.239 3.016

No. 6
17
Properties=species:S:1:pos:R:3 method="wB97M-V/def2-TZVPD" relative_energy_ev=4.909 multiplicity=1 smiles=C[C@]12C[C@@H]3S[C@H]3[C@H]1N2 e_tot_ev=-18688.301 charge=0
C -2.760 0.318 -0.556
C -1.333 0.161 -0.030
C -0.382 1.355 0.274
C 0.918 0.529 0.555
S 2.505 -0.050 -0.175
C 0.731 -0.384 -0.502
C -0.616 -1.126 -0.281
N -1.097 -0.946 0.999
H -3.156 -0.698 -0.733
H -3.277 0.888 0.267
H -2.872 0.970 -1.423
H -0.361 2.178 -0.478
H -0.611 1.906 1.175
H 0.689 0.044 1.537
H 0.537 0.358 -1.378
H -0.817 -1.907 -1.074
H -1.881 -1.436 1.161

No. 7
22
Properties=species:S:1:pos:R:3 method="wB97M-V/def2-TZVPD" relative_energy_ev=3.509 multiplicity=1 e_tot_ev=-23064.585 charge=0
O 2.919 0.450 -0.677
C 1.724 0.464 -1.253
O 1.107 -0.569 -1.516
O 1.255 1.652 -1.323
C -0.057 1.919 -1.953
H 0.255 2.028 -3.010
H -0.682 2.823 -1.905
C 3.388 -0.781 -0.143
H 2.648 -1.243 0.525
H 3.644 -1.466 -0.960
H 4.270 -0.544 0.459
O -2.258 -0.591 0.081
C -1.848 -1.576 0.846
C -2.139 0.664 0.832
O -1.479 -2.661 0.435
O -1.818 -1.217 2.114
C -2.423 0.095 2.230
H -2.316 1.468 -0.118
H -1.223 1.258 0.978
H -3.483 -0.023 2.489
H -1.898 0.629 3.028
Na 0.414 -2.780 -1.159

No. 8
20
Properties=species:S:1:pos:R:3 method="wB97M-V/def2-TZVPD" relative_energy_ev=0.000 multiplicity=1 e_tot_ev=-35239.233 charge=+2
O -1.230 -2.519 0.516
C -0.342 -2.679 -0.542
C 0.700 -3.507 -0.551
H -0.590 -2.033 -1.389
H 1.310 -3.560 -1.453
H 0.903 -4.182 0.282
O 0.722 1.774 -0.982
C 1.015 0.602 -0.478
O 1.950 -0.001 -1.074
Sc 1.815 -1.194 0.645
O 0.225 -1.509 1.859
C -0.939 -1.597 1.435
H -1.815 -1.352 2.048
C -0.528 2.390 -0.625
H -0.961 2.742 -1.569
H -1.180 1.616 -0.199
C -0.299 3.533 0.337
H 0.154 3.179 1.273
H 0.352 4.296 -0.110
H -1.263 4.001 0.578